Below is C25H49Cl37NO3 as an isolated structure at a distorted geometry, with properties calculated with wB97M-V/def2-TZVPD.

Computed properties:
Largest force on an atom ... 5.58 eV/A
Highest occupied orbital energy ... -11.39 eV
Energy relative to the best compared isomer or geometry (same formula, charge and spin) ... 25.8 kcal/mol
Net charge ... +1

Last column: Mulliken charge in e.
CARTESIAN COORDINATES (ANGSTROEM)
1 Cl 8.351 -13.681 2.097  -0.1454
2 Cl -3.451 -2.370 -7.655  -0.1262
3 Cl 9.072 -0.410 2.812  -0.1550
4 Cl 0.898 -1.302 2.622  -0.1625
5 Cl -10.322 3.585 1.593  -0.1177
6 Cl -16.684 0.977 -3.917  -0.1458
7 Cl -1.695 -2.645 2.772  -0.1660
8 Cl 9.475 -4.730 1.391  -0.1286
9 Cl 3.283 5.077 -2.717  -0.1810
10 Cl 7.968 -11.186 0.623  -0.1867
11 Cl 2.202 -4.763 1.852  -0.1805
12 Cl 13.579 -2.979 -0.883  -0.1397
13 Cl 1.801 0.747 -3.522  -0.1562
14 Cl 12.418 -0.828 0.720  -0.1385
15 Cl 5.801 -2.279 -0.027  -0.1456
16 Cl -2.393 -4.436 -9.429  -0.1464
17 Cl 0.798 5.829 -4.061  -0.1784
18 Cl 7.545 -7.250 2.561  -0.1411
19 Cl -5.219 1.802 6.519  -0.1594
20 Cl -1.768 -1.133 -1.334  -0.1958
21 Cl -4.091 3.077 -0.192  -0.1250
22 Cl -19.371 0.823 -2.783  -0.1532
23 Cl 5.575 -2.026 2.871  -0.1441
24 Cl 17.395 -3.118 -3.959  -0.1564
25 Cl -8.436 4.818 3.455  -0.1950
26 Cl 5.789 -7.440 0.230  -0.1598
27 Cl -15.141 2.096 -0.080  -0.1237
28 Cl -7.933 0.975 5.800  -0.1522
29 Cl 18.131 -4.514 -1.500  -0.1550
30 Cl 9.299 -0.660 -0.090  -0.1202
31 Cl -6.497 -2.539 -5.806  -0.1391
32 Cl 9.268 -4.419 4.290  -0.1650
33 Cl -2.488 0.444 -3.677  -0.1584
34 Cl 4.777 -5.161 3.167  -0.0546
35 Cl -5.606 -1.316 -3.308  -0.2004
36 Cl -12.450 2.257 -1.210  -0.1541
37 Cl 1.256 2.554 -5.757  -0.1571
38 O -5.576 2.699 1.876  -0.3128
39 O 0.519 4.570 -0.926  -0.3819
40 O -0.931 5.754 0.138  -0.1744
41 N -4.170 5.711 1.907  -0.0205
42 C -6.281 1.235 5.226  0.2287
43 C -17.792 1.611 -2.693  -0.0037
44 C -3.839 -3.761 -8.678  -0.2798
45 C 8.312 -0.075 1.251  0.6787
46 C 6.447 -8.285 1.637  0.4502
47 C -0.371 -2.143 1.717  0.3214
48 C -9.403 3.376 3.084  -0.1135
49 C 0.773 2.045 -4.141  1.0820
50 C 0.557 4.059 1.333  -1.2345
51 C -5.392 4.976 1.408  -0.0529
52 C 8.516 -4.087 2.726  1.3972
53 C -5.814 -1.101 -5.055  -0.0109
54 C -13.563 2.885 0.013  -0.2584
55 C 8.922 -12.029 1.855  -0.1992
56 C -2.355 7.327 1.141  -0.9445
57 C 4.805 -1.697 1.311  -0.1316
58 C 12.095 -2.304 -0.194  -0.0722
59 C -2.879 0.067 -2.001  0.6291
60 C 0.070 4.812 0.106  0.7938
61 C 3.141 -4.530 3.334  -0.3289
62 C -3.608 6.535 0.771  -0.9383
63 C 16.990 -3.400 -2.262  -0.0040
64 C -5.131 3.476 1.189  0.4256
65 C -1.161 6.383 1.391  -0.6322
66 C 1.661 5.745 -2.517  0.3831
67 H -13.695 3.949 -0.147  0.2970
68 H -3.891 -0.320 -1.951  0.0220
69 H -4.521 -3.439 -9.457  0.2930
70 H -17.921 2.675 -2.855  0.2732
71 H -0.288 3.713 1.938  0.3633
72 H 6.997 -9.158 1.298  -0.4314
73 H -0.250 1.691 -4.168  -0.2939
74 H 0.854 2.900 -3.477  -0.4574
75 H 3.198 -3.467 3.547  0.1537
76 H -4.305 -4.524 -8.065  0.2629
77 H 8.180 0.996 1.149  0.3537
78 H 4.667 -0.626 1.208  0.3496
79 H -4.397 7.228 0.469  0.4850
80 H -13.142 2.706 0.995  0.2320
81 H 7.537 -4.550 2.704  -0.4604
82 H 8.838 -11.488 2.791  0.2301
83 H 11.411 -2.075 -1.002  0.2369
84 H 5.627 -8.586 2.280  0.3084
85 H -2.500 8.052 1.945  0.4264
86 H 1.104 5.107 -1.836  -0.4474
87 H 11.653 -3.038 0.471  0.1083
88 H -3.403 5.898 -0.090  0.5437
89 H 1.081 3.185 0.957  0.3992
90 H 8.424 -3.014 2.604  -0.6263
91 H -3.444 5.078 2.250  0.3510
92 H -2.799 0.980 -1.420  -0.3164
93 H -4.450 6.348 2.654  0.4120
94 H 1.246 4.634 1.955  0.3328
95 H -2.073 7.884 0.244  0.3739
96 H -6.300 1.981 4.439  -0.1918
97 H 1.742 6.746 -2.108  0.3326
98 H 9.956 -12.059 1.532  0.2780
99 H -0.761 -1.470 0.962  -0.1183
100 H -1.346 5.686 2.222  0.3353
101 H -0.331 7.022 1.711  0.4272
102 H 7.352 -0.574 1.218  -0.7546
103 H 17.019 -2.453 -1.733  0.2767
104 H -6.191 5.052 2.143  -0.2119
105 H -10.091 3.198 3.902  0.3333
106 H -5.895 0.298 4.841  0.2919
107 H 15.995 -3.826 -2.206  0.0335
108 H -8.737 2.527 2.970  0.1056
109 H 3.844 -2.201 1.279  0.0738
110 H -5.687 5.407 0.453  0.4226
111 H 2.646 -5.046 4.149  0.3902
112 H -6.482 -0.264 -5.226  0.3047
113 H 0.060 -3.023 1.252  0.1533
114 H -4.844 -0.901 -5.498  0.0310
115 H -17.368 1.434 -1.711  0.0264